# 1
{
  "formula": "C30H52N12NiO2S",
  "method": "wB97M-V/def2-TZVPD",
  "species": ["Ni", "C", "N", "C", "C", "N", "C", "C", "C", "C", "C", "C", "C", "C", "C", "N", "C", "N", "C", "C", "N", "C", "C", "C", "N", "C", "C", "H", "H", "H", "H", "H", "H", "H", "H", "H", "H", "H", "H", "H", "H", "H", "H", "H", "H", "H", "H", "H", "H", "H", "H", "H", "H", "H", "H", "H", "H", "N", "C", "C", "C", "C", "N", "C", "N", "N", "C", "O", "O", "H", "H", "H", "H", "H", "H", "H", "H", "H", "H", "H", "H", "H", "H", "C", "N", "C", "C", "N", "C", "S", "H", "H", "H", "H", "H", "H", "H", "H"],
  "xyz": [[-0.50, 1.03, 0.41], [2.42, 2.35, 3.68], [1.25, 1.74, 3.06], [0.30, 2.64, 2.46], [1.27, 0.43, 2.72], [0.58, 0.01, 1.68], [0.31, -1.34, 1.46], [-0.21, -2.13, 2.48], [-0.31, -3.52, 2.36], [0.21, -4.14, 1.25], [0.71, -3.37, 0.17], [1.32, -4.01, -0.93], [1.83, -3.26, -1.96], [1.60, -1.89, -2.01], [0.91, -1.23, -0.99], [0.45, 0.06, -1.16], [0.10, 0.53, -2.37], [-0.51, -0.25, -3.29], [-0.33, -0.08, -4.71], [-1.30, -1.40, -2.91], [0.34, 1.82, -2.68], [1.14, 2.62, -1.77], [-0.61, 2.62, -3.44], [0.63, -1.95, 0.21], [2.04, -0.39, 3.49], [2.79, -1.51, 2.94], [2.07, -0.26, 4.93], [2.63, 3.30, 3.19], [3.29, 1.71, 3.56], [2.26, 2.54, 4.75], [0.47, 3.65, 2.82], [-0.72, 2.35, 2.72], [0.41, 2.66, 1.35], [-0.50, -1.64, 3.40], [-0.73, -4.10, 3.17], [0.23, -5.22, 1.18], [1.40, -5.09, -0.93], [2.36, -3.74, -2.77], [1.94, -1.32, -2.86], [0.39, 0.70, -4.93], [-1.28, 0.15, -5.21], [0.04, -1.02, -5.13], [-1.58, -1.33, -1.86], [-0.77, -2.34, -3.08], [-2.21, -1.39, -3.52], [1.99, 2.06, -1.41], [0.53, 2.95, -0.92], [1.48, 3.51, -2.30], [-1.37, 2.00, -3.90], [-0.08, 3.20, -4.21], [-1.11, 3.31, -2.76], [2.86, -1.41, 1.86], [2.33, -2.48, 3.19], [3.79, -1.49, 3.36], [1.30, 0.44, 5.26], [3.04, 0.08, 5.30], [1.85, -1.23, 5.38], [-2.42, 0.41, 1.39], [-3.36, 0.08, 0.30], [-4.84, 0.12, 0.74], [-5.60, -1.22, 0.62], [-5.76, -1.76, -0.81], [-6.06, -0.72, -1.77], [-7.23, -0.14, -1.96], [-8.38, -0.69, -1.54], [-7.25, 1.03, -2.59], [-3.03, 1.05, -0.89], [-3.82, 1.11, -1.84], [-1.96, 1.70, -0.81], [-2.39, -0.35, 2.08], [-2.77, 1.24, 1.87], [-3.10, -0.93, -0.04], [-5.37, 0.90, 0.19], [-4.88, 0.41, 1.79], [-6.59, -1.08, 1.07], [-5.08, -1.97, 1.22], [-6.53, -2.53, -0.83], [-4.84, -2.23, -1.14], [-5.23, -0.10, -1.98], [-8.38, -1.63, -1.18], [-9.26, -0.29, -1.81], [-6.37, 1.48, -2.81], [-8.11, 1.50, -2.82], [6.39, -0.59, 1.10], [6.30, 0.69, 0.45], [7.48, 1.52, 0.22], [6.90, 2.77, -0.46], [5.47, 2.56, -0.32], [5.17, 1.34, 0.15], [3.61, 0.75, 0.35], [7.21, -1.16, 0.66], [5.46, -1.13, 0.96], [6.58, -0.47, 2.17], [8.19, 0.99, -0.42], [7.97, 1.75, 1.17], [7.18, 2.83, -1.52], [7.21, 3.69, 0.03], [4.78, 3.15, -0.74]],
  "total_charge": 2,
  "total_energy_ev": -105799.0245,
  "lumo_energy_ev": [-5.275, -5.284]
}

***

# 2
{
  "formula": "C30H52N2O8S",
  "method": "wB97M-V/def2-TZVPD",
  "species": ["C", "C", "C", "O", "C", "C", "C", "C", "C", "C", "C", "N", "C", "C", "C", "O", "C", "O", "C", "C", "C", "C", "S", "C", "C", "C", "O", "C", "C", "O", "C", "O", "H", "H", "H", "H", "H", "H", "H", "H", "H", "H", "H", "H", "H", "H", "H", "H", "H", "H", "H", "H", "H", "H", "H", "H", "H", "H", "H", "H", "H", "H", "H", "H", "H", "H", "H", "H", "H", "C", "O", "C", "C", "N", "C", "C", "O", "C", "H", "H", "H", "H", "H", "H", "H", "H", "H", "H", "H", "H", "H", "H", "H"],
  "xyz": [[7.29, -2.63, 0.58], [7.28, -1.87, -0.87], [5.91, -2.29, -1.67], [4.78, -2.66, -0.78], [3.62, -3.14, -1.61], [2.71, -1.91, -2.22], [2.05, -1.99, -3.59], [2.18, -3.29, -4.59], [0.65, -3.92, -4.79], [0.30, -4.91, -3.50], [-0.32, -4.08, -2.21], [-1.04, -4.99, -1.20], [-0.86, -4.38, 0.21], [-2.53, -5.08, -1.52], [-3.71, -4.38, -0.58], [-2.96, -5.78, -2.58], [1.11, -0.73, -4.16], [0.93, -0.66, -5.49], [0.46, 0.42, -3.13], [-0.76, 1.35, -3.69], [-2.18, 1.19, -2.89], [-2.85, -0.30, -2.94], [-2.69, -1.19, -4.58], [1.10, 0.50, -1.78], [0.60, 1.61, -0.68], [0.28, 0.79, 0.71], [-0.71, 1.42, 1.59], [-1.27, 0.29, 2.38], [-2.70, -0.41, 1.93], [-0.68, -0.19, 3.48], [2.38, -0.50, -1.39], [3.19, -0.10, -0.37], [6.98, -3.76, 0.39], [6.53, -2.08, 1.31], [8.37, -2.62, 1.07], [7.35, -0.69, -0.75], [8.27, -2.19, -1.45], [5.59, -1.34, -2.32], [6.20, -3.18, -2.40], [4.09, -3.85, -2.41], [2.91, -3.80, -0.92], [2.84, -4.16, -4.18], [2.53, -2.87, -5.64], [0.72, -4.63, -5.75], [-0.16, -3.09, -4.95], [-0.53, -5.70, -3.81], [1.25, -5.53, -3.15], [-1.10, -3.24, -2.54], [0.53, -3.55, -1.62], [-1.45, -5.03, 1.01], [0.28, -4.38, 0.48], [-1.22, -3.25, 0.21], [-4.78, -4.70, -0.94], [-3.61, -4.70, 0.56], [-3.61, -3.21, -0.59], [-0.38, 2.48, -3.70], [-0.91, 1.07, -4.84], [-2.95, 1.93, -3.42], [-2.16, 1.52, -1.76], [-2.47, -0.94, -2.03], [-4.02, -0.15, -2.76], [-2.42, -2.54, -4.21], [1.54, 2.30, -0.44], [-0.26, 2.32, -1.04], [0.02, -0.35, 0.46], [1.32, 0.73, 1.30], [-2.62, -1.57, 1.82], [-3.55, -0.19, 2.73], [-3.06, 0.11, 0.93], [-1.59, 7.92, 5.76], [-1.95, 7.55, 4.43], [-0.83, 7.07, 3.67], [-1.03, 5.59, 3.32], [-0.90, 4.74, 4.52], [-1.29, 3.35, 4.29], [-2.78, 3.08, 3.99], [-3.64, 3.36, 5.09], [-4.11, 4.70, 5.15], [-2.47, 8.34, 6.24], [-1.27, 7.04, 6.33], [-0.80, 8.67, 5.75], [0.12, 7.23, 4.19], [-0.81, 7.65, 2.74], [-0.28, 5.29, 2.58], [-2.02, 5.48, 2.87], [-1.48, 5.13, 5.26], [-1.03, 2.80, 5.20], [-0.68, 2.93, 3.48], [-2.88, 2.00, 3.80], [-3.13, 3.58, 3.08], [-4.23, 5.14, 4.15], [-3.44, 5.32, 5.75], [-5.09, 4.70, 5.64]],
  "total_energy_ev": -62131.1298,
  "lumo_energy_ev": -1.799,
  "smiles": "CCCOCC1=C(CCCCN(C)C(C)=O)C(=O)C(CCCS)=C(CCOC(C)=O)C1=O.COCCNCCOC"
}

***

# 3
{
  "formula": "C30H52N3P2Pd",
  "method": "wB97M-V/def2-TZVPD",
  "species": ["Pd", "C", "C", "C", "P", "C", "C", "C", "C", "C", "C", "C", "C", "C", "C", "N", "C", "C", "C", "C", "C", "C", "C", "P", "C", "C", "C", "C", "C", "C", "H", "H", "H", "H", "H", "H", "H", "H", "H", "H", "H", "H", "H", "H", "H", "H", "H", "H", "H", "H", "H", "H", "H", "H", "H", "H", "H", "H", "H", "H", "H", "H", "H", "H", "H", "H", "H", "H", "H", "H", "N", "C", "C", "C", "C", "N", "H", "H", "H", "H", "H", "H", "H", "H", "H", "H", "H", "H"],
  "xyz": [[0.26, 0.02, 0.41], [4.52, -0.23, -2.47], [3.16, -0.74, -2.00], [3.27, -2.21, -1.62], [2.36, 0.28, -0.69], [3.61, 0.80, 0.57], [4.61, 1.85, 0.10], [4.30, -0.39, 1.22], [1.84, 1.83, -1.49], [2.08, 2.28, -2.79], [1.57, 3.50, -3.23], [1.85, 3.98, -4.62], [0.82, 4.26, -2.34], [0.54, 3.82, -1.06], [1.04, 2.59, -0.63], [0.69, 1.98, 0.57], [0.68, 2.64, 1.77], [1.30, 3.88, 1.96], [1.33, 4.46, 3.21], [0.76, 3.85, 4.33], [0.79, 4.50, 5.68], [0.15, 2.62, 4.14], [0.10, 2.02, 2.88], [-0.69, 0.43, 2.59], [-2.49, 0.68, 2.95], [-2.84, 0.92, 4.42], [-3.04, 1.82, 2.10], [-0.05, -0.68, 3.89], [1.46, -0.83, 3.76], [-0.75, -2.03, 3.86], [4.81, -0.73, -3.39], [5.28, -0.45, -1.72], [4.55, 0.84, -2.65], [2.44, -0.66, -2.83], [4.14, -2.38, -0.99], [3.39, -2.82, -2.52], [2.40, -2.57, -1.08], [2.96, 1.27, 1.33], [5.41, 1.41, -0.50], [5.08, 2.31, 0.98], [4.14, 2.64, -0.47], [5.04, -0.83, 0.56], [3.59, -1.17, 1.50], [4.82, -0.07, 2.12], [2.66, 1.68, -3.48], [2.17, 3.16, -5.26], [2.63, 4.74, -4.63], [0.96, 4.42, -5.07], [0.41, 5.20, -2.67], [-0.08, 4.40, -0.40], [1.80, 4.37, 1.13], [1.83, 5.42, 3.33], [1.60, 5.22, 5.75], [0.92, 3.76, 6.47], [-0.14, 5.04, 5.88], [-0.27, 2.11, 4.99], [-2.96, -0.26, 2.63], [-2.52, 1.91, 4.74], [-2.41, 0.19, 5.10], [-3.92, 0.88, 4.54], [-2.42, 2.71, 2.18], [-4.04, 2.08, 2.45], [-3.13, 1.56, 1.05], [-0.26, -0.19, 4.85], [1.74, -1.12, 2.73], [1.81, -1.60, 4.44], [1.98, 0.10, 3.99], [-0.52, -2.56, 2.93], [-1.83, -1.95, 3.94], [-0.41, -2.66, 4.68], [-1.88, 0.61, -1.06], [-2.20, 0.13, -2.40], [-2.00, -1.38, -2.46], [-0.54, -1.80, -2.30], [-0.24, -2.71, -1.12], [-0.31, -2.03, 0.20], [-2.61, 0.31, -0.42], [-1.86, 1.62, -1.03], [-1.52, 0.62, -3.11], [-3.22, 0.39, -2.70], [-2.39, -1.75, -3.42], [-2.63, -1.85, -1.70], [0.10, -0.91, -2.23], [-0.22, -2.34, -3.19], [0.77, -3.10, -1.21], [-0.92, -3.57, -1.12], [0.24, -2.58, 0.86], [-1.26, -2.05, 0.56]],
  "total_charge": 1,
  "total_energy_ev": -58479.1518,
  "lumo_energy_ev": -2.666
}

***

# 4
{
  "formula": "C30H52O40S7",
  "method": "wB97M-V/def2-TZVPD",
  "species": ["C", "C", "C", "O", "C", "O", "O", "H", "H", "H", "H", "H", "H", "C", "C", "C", "O", "C", "O", "O", "H", "H", "H", "H", "H", "H", "C", "C", "C", "O", "C", "O", "O", "H", "H", "H", "H", "H", "H", "C", "C", "C", "O", "C", "O", "O", "H", "H", "H", "H", "H", "H", "C", "C", "O", "S", "O", "O", "O", "H", "H", "H", "H", "C", "C", "O", "S", "O", "O", "O", "H", "H", "H", "H", "C", "C", "O", "S", "O", "O", "O", "H", "H", "H", "H", "C", "C", "O", "S", "O", "O", "O", "H", "H", "H", "H", "C", "C", "O", "S", "O", "O", "O", "H", "H", "H", "H", "C", "C", "O", "S", "O", "O", "O", "H", "H", "H", "H", "C", "C", "O", "S", "O", "O", "O", "H", "H", "H", "H"],
  "xyz": [[4.76, 0.00, 1.32], [4.84, -1.40, 0.81], [6.17, -2.14, 0.68], [6.03, -3.32, 1.30], [4.97, -3.28, 2.11], [4.59, -4.14, 2.82], [4.36, -2.12, 1.91], [3.72, 0.19, 1.61], [5.12, 0.68, 0.55], [5.47, 0.17, 2.12], [4.14, -1.49, -0.02], [7.01, -1.76, 1.25], [6.41, -2.20, -0.38], [-4.36, 3.13, -0.07], [-4.13, 4.55, 0.40], [-5.19, 5.06, 1.39], [-4.36, 5.65, 2.42], [-3.11, 5.21, 2.23], [-2.20, 5.64, 2.93], [-2.93, 4.48, 1.15], [-5.30, 2.96, -0.58], [-4.51, 2.38, 0.71], [-3.49, 2.80, -0.64], [-4.14, 5.15, -0.51], [-5.81, 4.34, 1.92], [-5.73, 5.87, 0.91], [-0.80, -6.32, -0.57], [-1.22, -5.22, 0.45], [-2.46, -4.46, 0.15], [-3.25, -4.58, 1.37], [-2.65, -5.24, 2.30], [-2.93, -5.28, 3.50], [-1.41, -5.68, 1.79], [0.06, -6.67, 0.00], [-0.36, -5.83, -1.44], [-1.34, -7.26, -0.62], [-0.41, -4.50, 0.52], [-2.91, -4.90, -0.74], [-2.16, -3.43, -0.02], [1.64, 1.50, -6.76], [0.55, 2.50, -6.46], [-0.89, 2.46, -6.93], [-1.56, 1.71, -5.91], [-0.75, 1.62, -4.80], [-1.02, 1.04, -3.76], [0.30, 2.31, -5.09], [1.93, 1.54, -7.81], [1.58, 0.42, -6.59], [2.55, 1.74, -6.21], [0.90, 3.52, -6.58], [-0.83, 1.93, -7.88], [-1.29, 3.44, -7.22], [1.98, -2.28, -3.58], [1.86, -1.22, -2.46], [2.99, -0.28, -2.55], [4.27, -0.95, -3.31], [5.04, -1.85, -2.44], [4.97, -0.17, -4.31], [3.25, -1.85, -4.25], [1.15, -2.32, -4.28], [2.06, -3.26, -3.12], [1.98, -1.72, -1.50], [0.98, -0.58, -2.52], [0.94, 3.37, 3.26], [1.61, 3.69, 4.63], [2.83, 4.34, 4.26], [3.53, 3.46, 3.10], [4.28, 2.36, 3.65], [4.10, 4.22, 2.05], [2.06, 2.89, 2.52], [0.50, 4.13, 2.62], [0.10, 2.70, 3.42], [1.77, 2.82, 5.26], [0.88, 4.32, 5.15], [-3.81, -1.73, 2.93], [-4.70, -2.45, 3.94], [-5.77, -1.66, 4.29], [-5.65, -0.18, 3.58], [-5.90, 0.90, 4.61], [-6.48, -0.10, 2.40], [-4.05, -0.36, 3.29], [-4.14, -2.14, 1.97], [-2.75, -1.99, 2.99], [-4.13, -2.74, 4.82], [-5.19, -3.31, 3.48], [3.70, 3.99, -1.59], [3.98, 5.53, -1.45], [3.00, 6.06, -2.29], [1.61, 5.11, -2.43], [1.07, 5.20, -3.83], [0.73, 5.37, -1.28], [2.57, 3.73, -2.27], [3.73, 3.45, -0.64], [4.45, 3.59, -2.27], [5.03, 5.59, -1.70], [3.69, 5.99, -0.51], [-0.81, 1.46, -0.55], [0.68, 1.58, -0.05], [0.94, 0.34, 0.62], [-0.42, -0.31, 1.32], [-0.61, 0.29, 2.70], [-0.45, -1.76, 1.22], [-1.46, 0.52, 0.23], [-0.90, 1.09, -1.57], [-1.40, 2.37, -0.45], [0.76, 2.55, 0.45], [1.42, 1.56, -0.85], [1.89, -2.58, 4.56], [0.55, -3.25, 4.05], [0.07, -3.91, 5.17], [1.00, -3.89, 6.52], [1.25, -5.30, 6.96], [0.51, -2.90, 7.46], [2.34, -3.25, 5.71], [1.77, -1.59, 5.00], [2.71, -2.37, 3.87], [0.65, -4.02, 3.29], [-0.20, -2.66, 3.52], [-4.38, -1.72, -3.38], [-3.40, -1.95, -2.19], [-2.52, -2.99, -2.58], [-2.71, -3.45, -4.20], [-3.50, -4.62, -4.27], [-1.42, -3.38, -4.95], [-3.62, -2.09, -4.46], [-4.61, -0.65, -3.42], [-5.17, -2.38, -3.03], [-3.90, -2.12, -1.24], [-2.79, -1.05, -2.13]],
  "spin_multiplicity": 2,
  "total_charge": 1,
  "total_energy_ev": -189676.4119,
  "lumo_energy_ev": [-3.314, -10.012],
  "s_squared": 0.756
}